No. 1
14
Properties=species:S:1:pos:R:3:forces:R:3 method="wB97M-V/def2-TZVPD" total_charge=+2 relative_energy_kj_mol=685.19 e_lumo_ha="-0.439 / -0.603" gap_ev="9.88 / 4.46" spin_multiplicity=2
C 0.353 1.951 -0.910 -1.204 0.206 -1.065
N 0.778 0.591 -0.889 1.321 1.796 2.852
C -1.281 -2.162 0.357 1.574 1.120 -0.198
H 1.122 2.684 -0.637 0.793 -0.202 -0.028
H -0.484 2.169 -0.248 -0.175 -0.387 -0.090
H 0.113 2.287 -1.947 0.085 -0.199 0.307
H -1.224 -2.169 -0.741 0.855 -0.688 -0.216
H 0.695 0.274 0.252 -0.126 0.035 -2.423
H -0.607 -1.325 0.726 -1.549 -0.031 -0.408
H -2.240 -2.078 0.926 -0.046 -0.366 1.496
H -1.017 -3.234 0.715 -1.318 -0.630 -0.597
H 1.729 0.498 -1.267 -0.437 -0.561 -0.702
H 1.411 0.469 2.067 -0.154 -0.089 0.287
O 0.651 0.047 1.596 0.382 -0.004 0.784

---

No. 2
18
Properties=species:S:1:pos:R:3:forces:R:3 method="wB97M-V/def2-TZVPD" relative_energy_kj_mol=171.82 e_lumo_ha=0.024 gap_ev=10.72
C -2.802 -1.343 3.713 0.715 -0.395 1.253
O -2.949 -1.502 2.358 -0.256 -0.077 -1.804
H -3.084 -2.289 4.176 -0.333 0.135 0.291
H -1.752 -1.212 3.977 0.123 0.239 0.199
H -3.379 -0.512 4.118 -0.131 0.021 0.061
H -2.214 -1.100 1.889 -0.117 0.110 -0.042
C -0.810 2.025 -1.390 -0.238 -0.535 0.199
O -0.738 0.864 -0.505 -0.365 1.057 -0.973
H -1.781 2.173 -1.860 -0.408 -0.624 0.513
H -0.636 2.943 -0.828 0.464 0.003 -0.101
H -0.166 1.891 -2.259 0.503 0.204 0.277
H 0.200 0.668 -0.455 0.144 -0.158 0.102
C 3.326 -0.773 -2.356 -0.240 0.801 1.353
O 3.083 0.294 -1.356 -0.478 -0.908 -1.046
H 3.388 -0.458 -3.397 0.339 0.473 0.170
H 4.213 -1.301 -2.004 0.001 -0.185 -0.479
H 2.458 -1.432 -2.328 0.079 0.032 0.348
H 3.642 1.063 -1.493 0.198 -0.194 -0.321

---

No. 3
13
Properties=species:S:1:pos:R:3:forces:R:3 method="wB97M-V/def2-TZVPD" relative_energy_kj_mol=104.51 e_lumo_ha=0.018 gap_ev=10.28
O -2.272 0.888 -0.057 0.571 -0.143 -0.169
C -1.198 0.341 -0.152 -0.335 -0.034 -0.174
C 0.002 0.863 -0.933 0.385 -0.703 -0.168
C 1.239 0.363 0.043 -1.119 0.609 -1.467
C 0.688 -0.830 0.823 -0.107 0.047 -0.100
O 1.312 -1.679 1.417 -0.035 0.909 -0.373
C -0.796 -0.923 0.556 -0.265 -0.135 0.146
H -0.175 1.956 -1.095 0.773 -0.800 0.396
H 0.129 0.420 -1.912 -0.488 -0.324 -0.308
H 1.140 1.376 0.379 1.391 0.161 2.292
H 2.240 0.108 -0.345 -0.656 0.521 -0.192
H -1.382 -1.143 1.444 -0.071 -0.051 -0.009
H -0.926 -1.739 -0.168 -0.045 -0.056 0.125

---

No. 4
16
Properties=species:S:1:pos:R:3:forces:R:3 method="wB97M-V/def2-TZVPD" relative_energy_kj_mol=177.84 e_lumo_ha=0.027 gap_ev=9.62
C -1.557 0.081 -0.087 1.216 -2.364 0.083
C -0.363 -0.509 0.667 -0.186 1.238 0.408
C -0.453 -0.763 1.972 0.163 -0.036 -0.243
C 2.109 -0.847 0.349 -0.654 -0.985 0.045
C 0.892 -0.597 -0.113 -0.247 0.283 -0.194
H -2.443 -0.352 0.358 -0.512 0.647 0.108
H -1.469 -0.367 -1.076 -0.383 0.561 -0.424
H -1.467 1.155 -0.086 -0.424 0.332 -0.042
H -1.399 -0.812 2.493 -0.046 0.328 0.003
H 0.440 -0.899 2.556 0.109 -0.528 0.195
H 2.200 -1.004 1.412 0.470 0.042 0.181
H 2.879 -1.228 -0.308 0.308 0.641 0.034
H 0.733 -0.470 -1.180 0.167 -0.160 -0.112
H -0.266 2.100 -1.567 -0.055 -0.087 -0.078
H -0.080 2.043 -3.099 0.042 0.120 0.395
O 0.246 2.467 -2.291 0.033 -0.031 -0.359

---

No. 5
39
Properties=species:S:1:pos:R:3:forces:R:3 method="wB97M-V/def2-TZVPD" relative_energy_kj_mol=566.77 e_lumo_ha=-0.201 gap_ev=1.51
O 5.713 -2.319 0.136 -8.966 -1.494 3.575
C 4.486 -2.522 0.644 6.339 1.094 -2.461
Cl 4.180 -2.598 2.475 0.217 0.085 -3.037
C 3.240 -2.750 -0.429 1.563 -0.728 -0.503
S 1.648 -1.870 0.101 1.409 1.656 0.091
C 1.373 -0.566 -1.217 -0.923 2.339 -2.371
C 1.365 0.991 -0.637 0.417 0.280 -0.156
C 0.267 1.226 0.559 0.860 -1.837 -1.113
S -0.514 2.952 0.557 -3.418 5.198 6.300
O 0.388 3.976 1.297 -2.327 -4.758 -4.095
O -1.886 2.861 1.332 5.162 -1.131 -3.759
O -0.891 3.408 -1.062 1.146 -2.400 1.788
S 0.161 -3.400 -0.022 2.833 -9.412 -4.366
O -0.028 -3.716 -1.525 -0.277 2.472 5.245
O 0.823 -4.660 0.660 -2.522 5.849 -1.571
C -1.410 -2.983 0.909 -1.662 0.038 4.997
F -1.198 -1.691 1.617 -0.775 -3.987 -2.669
F -1.559 -4.018 1.995 0.782 3.587 -4.030
C -2.786 -3.048 0.021 -3.285 -1.523 0.430
F -2.897 -4.245 -0.863 0.944 4.296 3.131
F -3.914 -3.185 1.017 4.044 0.633 -3.339
C -3.116 -1.680 -0.833 -3.295 2.206 -2.070
F -3.364 -0.477 0.042 1.561 -4.632 -3.263
F -4.433 -1.927 -1.530 4.929 0.796 2.523
F -2.143 -1.379 -1.910 -2.900 -0.940 4.072
H 3.597 -2.260 -1.439 -0.862 -0.989 2.083
H 3.076 -3.910 -0.576 0.076 2.318 0.456
H 0.323 -0.707 -1.767 2.243 -0.286 1.406
H 2.209 -0.572 -2.066 -1.684 -0.651 2.038
H 2.475 1.288 -0.346 -2.474 -0.553 -0.365
H 1.086 1.668 -1.572 0.573 -1.573 1.817
H 0.811 0.980 1.580 -1.602 1.025 -1.903
H -0.623 0.471 0.358 1.621 1.679 0.611
H -1.289 2.597 -1.495 0.207 1.216 0.707
O 0.160 6.446 0.060 -0.115 0.077 -0.118
Cl -1.033 6.813 0.797 0.030 0.509 0.304
O -2.122 5.930 0.425 0.116 -0.103 -0.078
O -1.393 8.182 0.485 0.063 -0.341 0.022
O -0.779 6.693 2.220 -0.048 -0.018 -0.328